No. 1
Formula: CHGaO3
Source: the OMol25 dataset
Level of theory: ωB97M-V with the def2-TZVPD basis set

The calculation puts the HOMO energy at -24.059 eV. For the HOMO-LUMO gap, the calculation gives 0.2508 Eh. Its energy above the lowest of the compared OMol25 structures with the same formula, charge and spin is 0.0 kJ/mol. As for the energy: -59546.66317 eV. Its charge is +2.

Structure (XYZ):
```
6
CHGaO3 (ωB97M-V with the def2-TZVPD basis set)
H 0.893 -0.701 1.505
O 0.459 -1.110 0.737
O -0.747 -0.497 -1.017
O 0.234 1.053 0.199
C 0.037 -0.170 -0.081
Ga -0.876 1.426 -1.343
```

No. 2
Formula: C42H41ClO2P2Tc
Source: the OMol25 dataset
Level of theory: ωB97M-V with the def2-TZVPD basis set

The calculation puts the HOMO energy (alpha / beta) at -12.757 / -12.766 eV. Its spin multiplicity is 4. For the HOMO-LUMO gap (alpha / beta), the calculation gives 0.1999 / 0.1368 Eh. As for the energy: -81589.87320 eV. Its charge is +2.

Structure (XYZ):
```
89
C42H41ClO2P2Tc (ωB97M-V with the def2-TZVPD basis set)
Tc 0.924 -0.508 1.012
C -2.855 0.739 4.065
C -3.247 -0.108 3.106
C -3.597 0.295 1.712
C -2.654 0.774 0.609
C -1.278 1.242 0.803
C -0.783 2.096 1.733
C -1.579 2.746 2.778
C -2.136 2.054 4.030
C 2.811 -0.269 0.274
H -3.470 0.714 5.005
H -3.393 -1.179 3.326
H -4.346 1.097 1.768
H -4.214 -0.532 1.334
H -2.681 0.030 -0.201
H -3.167 1.674 0.213
H -0.728 1.334 -0.165
H 0.300 2.395 1.553
H -2.385 3.189 2.188
H -0.893 3.542 3.102
H -1.417 2.130 4.856
H -2.896 2.766 4.384
H 3.386 -1.056 0.846
H 3.248 0.731 0.490
H 2.870 -0.478 -0.816
P -0.177 -1.461 -1.779
P 1.209 0.937 -2.246
C -1.245 -0.083 -2.232
C -0.572 1.074 -2.500
C -0.572 -2.487 -3.356
C -1.434 -2.141 -4.407
C -1.422 -2.864 -5.611
C -0.629 -3.998 -5.707
C 0.109 -4.456 -4.614
C 0.125 -3.693 -3.452
C -1.190 -2.481 -0.646
C -0.530 -2.858 0.528
C -1.102 -3.819 1.362
C -2.242 -4.503 0.955
C -2.895 -4.145 -0.230
C -2.398 -3.104 -1.012
C 1.823 1.081 -4.028
C 1.641 -0.003 -4.902
C 2.202 0.020 -6.178
C 2.918 1.138 -6.614
C 3.017 2.263 -5.790
C 2.454 2.237 -4.515
C 1.789 2.544 -1.623
C 3.138 2.596 -1.227
C 3.616 3.694 -0.527
C 2.762 4.773 -0.277
C 1.488 4.803 -0.835
C 0.987 3.682 -1.499
H -2.297 -0.283 -2.422
H -0.999 1.971 -2.940
H -2.138 -1.317 -4.314
H -2.056 -2.524 -6.438
H -0.564 -4.510 -6.658
H 0.643 -5.396 -4.670
H 0.679 -4.056 -2.593
H 0.497 -2.418 0.761
H -0.626 -4.037 2.314
H -2.605 -5.314 1.576
H -3.795 -4.687 -0.534
H -2.943 -2.788 -1.905
H 1.082 -0.881 -4.575
H 2.086 -0.850 -6.828
H 3.374 1.136 -7.601
H 3.538 3.148 -6.150
H 2.536 3.131 -3.895
H 3.798 1.749 -1.427
H 4.650 3.726 -0.192
H 3.116 5.617 0.320
H 0.877 5.706 -0.762
H -0.017 3.678 -1.916
Cl 1.244 -0.454 9.741
C 0.975 -0.390 8.045
C 0.709 -1.570 7.336
C 0.584 -1.498 5.933
C 0.818 -0.328 5.199
C 0.992 0.847 5.935
C 1.110 0.820 7.344
C 0.928 -0.329 3.659
O 0.474 -1.307 2.943
O 1.439 0.628 2.982
H 0.611 -2.509 7.886
H 0.277 -2.424 5.449
H 0.980 1.823 5.449
H 1.331 1.722 7.907
```

No. 3
Formula: C4H6O2
Source: the OMol25 dataset
Level of theory: ωB97M-V with the def2-TZVPD basis set

As for the SMILES: OCOC1C=C1. The calculation puts the HOMO energy at -9.828 eV. For the HOMO-LUMO gap, the calculation gives 0.3979 Eh. Its energy above the lowest of the compared OMol25 structures with the same formula, charge and spin is 346.3 kJ/mol. As for the energy: -8336.87163 eV. Its charge is 0.

Structure (XYZ):
```
12
C4H6O2 (ωB97M-V with the def2-TZVPD basis set)
O -1.524 -1.158 -0.431
C -1.233 0.170 -0.729
O -0.984 0.912 0.428
C 0.353 0.716 0.844
C 1.381 0.260 -0.124
C 1.049 -0.597 0.800
H -0.746 -1.483 0.048
H -2.069 0.595 -1.284
H -0.322 0.240 -1.348
H 0.584 1.439 1.621
H 2.021 0.505 -0.956
H 1.293 -1.532 1.281
```